Computed, not measured: the molecule C6H13NO in a non-equilibrium geometry, with the ωB97M-V functional and the def2-TZVPD basis.

Output
frontier orbital gap	10.4	eV
total charge	0
energy	-366.3901	Ha
HOMO	-9.50	eV
molar mass	115.18	g mol⁻¹
LUMO energy	0.9	eV
structure (SMILES)	CCC[C@](C)(N)C=O

```
21
Properties=species:S:1:pos:R:3:forces:R:3
C 0.810036 -0.488879 0.248152 -0.4 0.4 -0.4
C 0.451026 0.620825 -0.770785 0.4 0.0 -0.6
C -0.841535 1.445966 -0.655483 0.0 0.3 0.1
C -0.056088 -1.744047 0.074511 -0.1 -0.2 0.0
C -2.085295 0.796587 -0.081585 -0.3 0.0 0.0
N 0.746117 -0.030385 1.644601 0.4 0.2 0.0
C 2.278669 -0.915485 0.013677 1.4 1.6 -0.2
O 3.157618 -0.182801 -0.434462 -1.7 -1.3 0.7
H 1.285110 0.833493 1.734546 -0.1 -0.3 0.0
H -0.208613 0.207417 1.901189 0.1 -0.2 -0.1
H 1.265301 1.360185 -0.792048 0.0 -0.4 0.1
H 0.471537 0.172127 -1.774428 0.0 -0.1 0.2
H 2.541521 -1.928983 0.366115 -0.1 0.0 0.0
H -1.088020 1.796789 -1.667294 0.2 0.0 0.2
H -0.630028 2.353507 -0.077132 -0.1 -0.1 0.0
H -0.173383 -1.993971 -0.986794 0.0 0.1 0.2
H 0.390500 -2.620658 0.559014 0.0 0.2 0.0
H -1.054995 -1.627758 0.503157 0.2 0.1 -0.1
H -2.324851 -0.143568 -0.582870 0.0 0.0 0.1
H -1.992135 0.623609 0.993007 -0.1 -0.2 -0.1
H -2.942491 1.466028 -0.215089 0.1 -0.1 0.0
```
Forces are in eV/Å.

Computed, not measured: a cluster of 2 separate species, C6H13NO in total in a non-equilibrium geometry, with the ωB97M-V functional and the def2-TZVPD basis.

Output
frontier orbital gap	9.4	eV
total charge	0
energy	-366.3249	Ha
HOMO	-8.71	eV
molar mass	115.18	g mol⁻¹
LUMO energy	0.7	eV
structure (SMILES)	C=C/C=C/CCN.O

```
21
Properties=species:S:1:pos:R:3:forces:R:3
C 0.319311 2.730459 0.394733 -0.5 0.0 0.7
C 0.283331 1.295237 -0.127153 0.4 0.0 0.0
C -0.919380 0.451154 0.283868 1.5 1.2 -1.1
C -1.111185 -0.673367 -0.386888 -2.3 -1.3 0.1
C -1.995282 -1.830023 -0.013778 0.1 1.8 -0.8
C -1.728346 -3.002341 -0.565687 0.3 -0.9 0.3
N 0.280783 2.911178 1.849807 -0.9 0.8 -1.1
H -0.592738 3.208216 0.018458 0.2 0.2 0.0
H 1.162165 3.308460 0.017021 0.1 -0.3 -0.3
H 1.113035 0.694705 0.266342 0.3 0.5 0.0
H 0.473627 1.360312 -1.204169 -0.4 -0.3 0.0
H -1.363926 0.877491 1.175046 -0.4 -1.0 0.3
H -0.815183 -0.860326 -1.414049 1.3 0.5 0.2
H -2.890461 -1.517946 0.514726 0.1 -0.8 0.6
H -0.876637 -3.136030 -1.227080 0.1 0.3 0.1
H -2.173352 -3.954073 -0.319221 -0.7 0.1 0.0
H -0.674907 2.981292 2.171213 0.5 -0.4 0.5
H 0.941603 2.415865 2.403594 0.0 -0.5 0.3
H 3.327664 -2.186265 -0.510068 -0.1 -0.2 0.9
H 3.099943 -2.389644 -1.961118 0.0 0.1 -0.3
O 3.585174 -1.829564 -1.348966 0.0 0.1 -0.6
```
Forces are in eV/Å.

Computed, not measured: the molecule C6H13NO, with the ωB97M-V functional and the def2-TZVPD basis.

Output
frontier orbital gap	10.2	eV
total charge	0
energy	-366.3646	Ha
HOMO	-9.37	eV
molar mass	115.18	g mol⁻¹
LUMO energy	0.8	eV
structure (SMILES)	C=C[C@H](C)[C@@H](N)CO

```
21
Properties=species:S:1:pos:R:3:forces:R:3
C -0.914586 -0.364893 -0.162739 0.2 0.0 -0.1
C 0.604586 -0.303516 -0.538799 -0.1 -0.2 0.0
C -1.766997 0.580353 -1.054667 0.1 0.3 0.2
C 1.259417 1.064835 -0.317913 -0.1 0.2 -0.1
N -1.217488 -0.124273 1.261272 0.1 0.0 -0.2
C 1.479286 -1.396578 0.049782 -0.1 -0.4 0.8
C 1.541999 -1.792966 1.326656 0.0 0.3 -0.6
O -2.035094 1.831154 -0.416396 0.2 0.0 -0.1
H -1.190302 2.186756 -0.096696 -0.4 -0.1 -0.2
H -1.245286 -1.386438 -0.393639 0.2 0.1 0.0
H 0.642884 -0.484643 -1.623911 -0.2 0.1 0.2
H -0.572046 0.554881 1.654740 -0.1 -0.1 -0.1
H -2.141138 0.313309 1.323181 0.4 -0.2 0.1
H -2.740684 0.117997 -1.249507 0.1 0.2 0.1
H -1.293190 0.777139 -2.021418 0.1 -0.2 0.0
H 2.133403 -1.899510 -0.662726 -0.1 0.1 0.1
H 1.127464 1.427802 0.705673 0.1 -0.1 0.0
H 0.839929 1.810834 -1.000635 0.0 0.0 0.1
H 2.337146 1.024096 -0.514845 -0.2 0.0 0.1
H 2.215012 -2.591039 1.626068 0.0 0.1 -0.1
H 0.935689 -1.345304 2.106519 -0.1 -0.1 -0.1
```
Forces are in eV/Å.

Computed, not measured: a structure of composition C6H13NO in a non-equilibrium geometry, with the ωB97M-V functional and the def2-TZVPD basis.

Output
frontier orbital gap	9.3	eV
total charge	0
energy	-366.2346	Ha
HOMO	-8.47	eV
molar mass	115.18	g mol⁻¹
LUMO energy	0.8	eV

```
21
Properties=species:S:1:pos:R:3:forces:R:3
C 1.227255 0.812282 0.611203 0.5 -0.7 0.8
C 2.430285 -0.210434 0.391858 -4.9 2.2 -1.2
C 2.239663 -0.757713 -0.961828 3.0 0.9 -3.7
O 1.344996 -0.800941 -1.855943 1.2 0.8 2.6
C -0.041457 -0.011701 0.780564 -2.1 -1.5 -1.2
N -1.250078 0.674671 0.222811 -0.8 -0.8 0.5
C -2.493609 0.046750 0.812241 1.1 1.0 -0.2
C -1.391208 0.493598 -1.262440 -0.3 -0.5 0.3
H 1.148066 1.340908 -0.364901 0.0 0.1 0.9
H 1.316226 1.504240 1.520235 0.3 -0.8 -1.6
H 3.256026 -0.070053 1.090998 0.3 -1.2 -1.0
H 1.875122 -1.288629 0.124000 0.2 -0.6 3.6
H 3.209313 -1.185816 -1.197957 0.3 -1.0 -0.5
H -0.290542 -0.317913 1.827305 0.5 0.5 -0.6
H 0.056321 -1.017673 0.192390 -0.1 1.4 1.0
H -2.382047 -1.005728 0.687069 -0.3 -1.3 -0.5
H -2.589785 0.152141 1.892371 0.1 0.7 0.0
H -3.392743 0.405851 0.290160 0.4 -0.1 0.3
H -0.371651 0.345557 -1.713198 -1.2 0.6 0.3
H -1.950686 1.452936 -1.634005 0.9 -2.2 0.2
H -1.949472 -0.562334 -1.452923 0.9 2.5 0.0
```
Forces are in eV/Å.

Computed, not measured: a cluster of 2 separate species, C6H13NO in total in a non-equilibrium geometry, with the ωB97M-V functional and the def2-TZVPD basis.

Output
frontier orbital gap	10.3	eV
total charge	0
energy	-366.3282	Ha
HOMO	-9.38	eV
molar mass	115.18	g mol⁻¹
LUMO energy	0.9	eV
structure (SMILES)	C=CC(=C)CCN.O

```
21
Properties=species:S:1:pos:R:3:forces:R:3
C -0.826924 -1.207840 -0.794394 2.3 0.5 -0.7
C 0.678989 -0.820960 -1.039974 -0.5 -2.0 0.5
C 1.232841 0.387919 -0.342227 0.6 -0.8 -0.3
C 2.100421 1.171228 -0.977450 0.2 0.1 0.3
C 0.202382 1.190880 1.729779 0.0 3.0 0.1
C 0.953613 0.318407 1.102395 0.8 -0.2 0.7
N -1.571710 0.035670 -0.993941 -1.7 -1.4 0.1
H -0.969148 -2.066695 -1.470877 -0.6 0.8 -0.7
H -1.002625 -1.733487 0.141481 0.1 0.9 0.6
H 0.850570 -0.784340 -2.118983 0.0 0.1 0.1
H 1.212339 -1.714347 -0.638333 0.2 0.5 -0.4
H 2.354998 1.010192 -2.004356 -0.3 -0.3 -0.6
H 2.752348 1.915541 -0.553669 -0.3 0.3 0.7
H -0.098952 1.362129 2.755282 0.4 -1.2 0.4
H 0.009635 2.167572 1.250003 -0.4 -0.8 -0.5
H 1.440349 -0.513654 1.633046 -0.6 0.0 -0.3
H -2.323941 -0.146107 -1.648398 0.0 0.5 0.1
H -1.026652 0.832810 -1.278421 0.2 -0.2 -0.2
H -2.362624 -0.309282 1.080888 0.1 0.2 -0.3
H -1.432859 -0.301764 2.276516 -0.3 -0.3 -0.2
O -2.173060 -0.793863 1.891639 -0.1 0.1 0.6
```
Forces are in eV/Å.

Computed, not measured: a cluster of 2 separate species, C6H13NO in total in a non-equilibrium geometry, with the ωB97M-V functional and the def2-TZVPD basis.

Output
frontier orbital gap	8.6	eV
total charge	0
energy	-366.3071	Ha
HOMO	-8.06	eV
molar mass	115.18	g mol⁻¹
LUMO energy	0.6	eV
structure (SMILES)	C/C=C/C(C)=C/N.O

```
21
Properties=species:S:1:pos:R:3:forces:R:3
C -0.742871 -0.936415 -0.232515 0.4 -0.5 -1.0
N -2.438326 1.100126 -1.616118 -0.9 -1.1 -0.8
C -1.529810 1.400117 -0.546692 -0.4 -0.1 0.8
C -0.655484 0.511665 -0.005594 -0.3 1.4 -0.4
C 0.365410 1.000067 0.923647 0.2 0.2 -1.7
C 0.862541 0.376767 1.962114 -0.3 -0.7 1.1
C 1.658319 1.146338 2.903559 3.5 2.0 2.7
H -1.394574 -1.132415 -1.057927 -0.1 -0.3 -0.7
H -1.253967 -1.351804 0.573852 -1.0 -0.8 1.8
H 0.169614 -1.541273 -0.297297 0.1 0.6 -0.2
H -1.913223 0.495179 -2.315477 -1.7 0.8 1.2
H -3.512917 0.849574 -1.466052 3.5 0.6 -0.2
H -1.578191 2.434387 -0.108881 0.1 -1.0 -0.7
H 0.903148 1.891680 0.597046 -0.5 0.3 0.4
H 0.524114 -0.584129 2.342007 -0.2 -0.1 -0.4
H 0.980267 1.657022 3.673352 0.9 -0.7 -1.0
H 2.274890 1.990553 2.398858 -1.3 -1.2 0.6
H 2.508888 0.621847 3.557722 -2.0 0.5 -1.5
H 2.750764 -3.140915 -2.210763 -1.8 -1.0 -1.8
H 1.195216 -3.170349 -2.100758 2.3 -1.1 -2.6
O 1.958202 -3.463933 -2.787497 -0.6 2.1 4.4
```
Forces are in eV/Å.

Computed, not measured: a cluster of 2 separate species, C6H13NO in total in a non-equilibrium geometry, with the ωB97M-V functional and the def2-TZVPD basis.

Output
frontier orbital gap	9.3	eV
total charge	0
energy	-366.2927	Ha
HOMO	-8.55	eV
molar mass	115.18	g mol⁻¹
LUMO energy	0.7	eV
structure (SMILES)	C=CC(=C)CCN.O

```
21
Properties=species:S:1:pos:R:3:forces:R:3
C 0.717830 -1.003246 -1.688206 -0.5 -0.8 2.0
C 1.196301 0.413030 -1.108653 1.5 -1.1 -3.8
C 1.218934 0.555704 0.317065 1.9 2.8 3.0
C 1.596332 1.722713 0.917448 -0.8 -0.7 1.2
C -0.118009 -0.739669 1.861544 0.7 1.7 2.5
C 0.980246 -0.647624 1.070556 -3.3 -0.1 1.5
N -0.784961 -1.327913 -1.432741 2.4 -0.7 0.4
H 1.007174 -1.102293 -2.751525 -0.5 0.1 0.5
H 1.245406 -1.862808 -1.105817 -0.6 1.6 -1.4
H 0.605419 1.207562 -1.522222 -0.8 0.3 -0.4
H 2.228203 0.691362 -1.550784 -1.3 -0.8 0.6
H 1.874334 2.645868 0.480162 0.0 0.5 -1.7
H 1.620782 2.023640 1.991886 -0.2 -1.6 -0.5
H -0.458003 -1.646453 2.450578 0.6 1.0 -1.1
H -0.506330 0.298476 2.323711 0.4 -2.5 -1.5
H 1.452863 -1.511693 0.710645 0.7 -1.2 -0.1
H -1.303439 -0.464829 -1.401620 -0.2 0.1 0.4
H -0.839388 -1.836585 -0.501521 -0.1 1.4 -1.7
H -3.947158 0.461526 0.982339 0.8 0.6 -0.7
H -4.265968 1.137131 -0.302495 -0.6 0.3 -0.8
O -3.520570 0.986105 0.259643 -0.2 -1.0 1.5
```
Forces are in eV/Å.

Computed, not measured: a cluster of 2 separate species, C6H13NO in total in a non-equilibrium geometry, with the ωB97M-V functional and the def2-TZVPD basis.

Output
frontier orbital gap	6.3	eV
total charge	0
energy	-366.2071	Ha
HOMO	-8.75	eV
molar mass	115.18	g mol⁻¹
LUMO energy	-2.5	eV

```
21
Properties=species:S:1:pos:R:3:forces:R:3
C -1.544584 0.554143 -0.189759 -3.8 -0.3 -1.7
C -2.927551 1.066536 0.122384 0.0 -0.1 -0.9
C -1.254052 -0.759778 0.201438 2.4 -4.7 1.9
N 0.153499 -1.212407 0.087190 -2.1 -0.5 -0.2
C 1.077716 -0.545989 -0.780774 1.1 0.6 -1.7
C 1.821910 0.597927 -0.074097 0.4 0.2 0.3
C 2.593637 0.060004 1.142647 2.7 0.0 -1.2
O -1.997254 -1.536340 0.827050 0.4 1.6 -0.4
H -0.997251 1.027243 -0.938081 1.4 0.9 -0.7
H -1.621339 -1.367173 -1.696721 0.0 2.0 0.8
H -3.072824 1.291335 1.174016 0.1 -0.3 0.3
H -3.185961 1.963203 -0.443790 0.3 0.0 0.0
H -3.663058 0.288411 -0.192696 0.6 0.4 0.6
H 0.045026 -2.221232 -0.095357 0.5 0.8 0.3
H 1.814491 -1.306266 -1.153539 -0.5 0.6 0.4
H 0.658263 -0.092510 -1.731161 -0.1 -0.7 0.8
H 2.515648 1.154435 -0.780353 -0.9 -0.7 0.7
H 1.075587 1.330627 0.305392 0.3 -0.3 -0.3
H 3.461788 -0.663091 0.761205 -1.7 1.5 0.8
H 1.949231 -0.542746 1.758524 -0.2 0.0 0.4
H 3.097087 0.913664 1.696491 -0.7 -1.2 -0.4
```
Forces are in eV/Å.

One value per record, in order, for energy above the lowest of the compared OMol25 structures with the same formula, charge and spin: 114.9, 286.2, 181.9, 523.2, 277.4, 332.8, 370.8, 595.5 kJ/mol.